[1]
{
  "formula": "C16H32NO2P2SiSn",
  "method": "ωB97M-V/def2-TZVPD",
  "symbols": ["Sn", "P", "C", "C", "N", "C", "C", "C", "C", "C", "P", "H", "H", "H", "H", "H", "H", "H", "H", "O", "H", "H", "O", "H", "C", "H", "H", "H", "C", "H", "H", "H", "C", "H", "H", "H", "C", "H", "H", "H", "C", "Si", "C", "C", "C", "C", "H", "H", "H", "H", "H", "H", "H", "H", "H"],
  "coordinates": [[0.082, 0.004, -0.476], [2.518, -0.287, 0.242], [2.844, -2.019, -0.325], [1.666, -2.924, 0.063], [0.419, -2.415, 0.028], [-0.623, -3.278, -0.006], [-0.469, -4.647, 0.132], [0.807, -5.152, 0.257], [1.883, -4.283, 0.251], [-2.006, -2.742, -0.205], [-2.028, -1.067, -1.176], [2.921, -4.613, 0.246], [-1.344, -5.267, 0.171], [0.973, -6.200, 0.392], [-2.653, -3.413, -0.796], [-2.529, -2.513, 0.741], [3.010, -2.043, -1.311], [3.786, -2.349, 0.123], [2.363, -1.342, -3.146], [2.798, -2.117, -3.035], [3.729, -2.255, -3.110], [0.870, 0.220, -2.678], [1.313, -0.005, -3.536], [0.865, -0.551, -4.295], [-2.030, -1.592, -2.922], [-2.901, -2.241, -3.108], [-2.104, -0.682, -3.538], [-1.103, -2.142, -3.159], [-3.603, -0.250, -0.779], [-3.633, 0.680, -1.361], [-4.447, -0.895, -1.060], [-3.636, -0.026, 0.296], [2.692, 0.004, 2.036], [3.745, -0.083, 2.327], [2.327, 1.017, 2.280], [2.098, -0.732, 2.594], [3.711, 0.775, -0.624], [3.604, 1.817, -0.269], [4.735, 0.420, -0.401], [3.529, 0.729, -1.716], [-3.117, 4.600, 1.110], [-1.523, 4.030, 1.958], [-0.217, 5.377, 1.690], [-1.858, 3.903, 3.802], [-0.972, 2.498, 1.292], [-0.575, 1.471, 0.787], [-3.523, 5.549, 1.507], [-3.893, 3.824, 1.222], [-2.947, 4.728, 0.028], [-0.488, 6.359, 2.118], [0.737, 5.057, 2.141], [-0.031, 5.514, 0.611], [-2.616, 3.129, 3.991], [-0.946, 3.584, 4.327], [-2.208, 4.838, 4.269]],
  "nbo_charge": [1.292, 1.151, -0.762, 0.241, -0.558, 0.216, -0.205, -0.060, -0.203, -0.673, 1.040, 0.264, 0.265, 0.272, 0.295, 0.287, 0.317, 0.294, 0.486, -0.977, 0.512, 0.436, -0.928, 0.551, -0.953, 0.302, 0.281, 0.274, -0.936, 0.291, 0.310, 0.292, -0.947, 0.313, 0.298, 0.285, -0.963, 0.293, 0.303, 0.284, -1.072, 1.484, -1.066, -1.069, -0.190, -0.665, 0.284, 0.236, 0.240, 0.284, 0.237, 0.242, 0.246, 0.245, 0.285],
  "e_lumo_ev": -12.861,
  "total_charge": 3,
  "total_energy_ha": -2019.4917,
  "max_force_ev_per_a": 6.14
}

=====

[2]
{
  "formula": "C16H32O11",
  "method": "ωB97M-V/def2-TZVPD",
  "symbols": ["C", "C", "O", "C", "O", "O", "C", "H", "H", "H", "H", "H", "H", "H", "H", "C", "C", "O", "C", "O", "O", "C", "H", "H", "H", "H", "H", "H", "H", "H", "C", "C", "O", "C", "O", "O", "C", "H", "H", "H", "H", "H", "H", "H", "H", "O", "C", "O", "C", "C", "C", "H", "H", "H", "H", "H", "H", "H", "H"],
  "coordinates": [[-7.784, 3.003, 0.752], [-6.672, 3.623, 1.547], [-5.667, 2.690, 1.949], [-4.634, 2.478, 1.162], [-4.477, 2.917, 0.043], [-3.787, 1.648, 1.783], [-2.580, 1.364, 1.108], [-8.603, 2.569, 1.330], [-7.366, 2.203, 0.138], [-8.299, 3.753, 0.150], [-7.096, 4.066, 2.449], [-6.162, 4.431, 1.022], [-1.756, 1.201, 1.796], [-2.229, 2.235, 0.537], [-2.652, 0.646, 0.291], [9.239, 0.077, 1.498], [7.780, 0.512, 1.347], [7.149, -0.400, 0.461], [5.866, -0.658, 0.651], [5.132, -0.176, 1.459], [5.525, -1.571, -0.264], [4.218, -2.129, -0.119], [9.397, -0.984, 1.665], [9.756, 0.764, 2.163], [9.688, 0.212, 0.506], [7.608, 1.547, 1.042], [7.320, 0.562, 2.342], [3.404, -1.519, 0.263], [4.365, -2.980, 0.555], [3.890, -2.547, -1.068], [0.110, -2.723, -0.238], [-0.679, -2.876, -1.521], [-2.092, -2.736, -1.311], [-2.816, -3.769, -0.902], [-2.410, -4.898, -0.733], [-4.059, -3.364, -0.720], [-5.067, -4.285, -0.308], [-0.262, -3.230, 0.644], [0.392, -1.691, -0.021], [1.124, -3.086, -0.461], [-0.588, -3.852, -2.009], [-0.479, -2.154, -2.310], [-4.824, -5.302, -0.635], [-5.976, -3.952, -0.790], [-4.990, -4.385, 0.776], [-0.974, 0.699, -1.781], [-0.241, 1.624, -2.028], [0.861, 1.966, -1.342], [1.129, 1.238, -0.140], [2.622, 1.213, 0.117], [-0.419, 2.486, -3.246], [0.728, 0.232, -0.102], [0.679, 1.843, 0.660], [3.054, 0.730, -0.767], [2.785, 0.555, 0.973], [3.183, 2.121, 0.319], [-1.480, 2.627, -3.434], [0.020, 1.998, -4.117], [0.099, 3.437, -3.129]],
  "nbo_charge": [-0.640, -0.071, -0.494, 0.986, -0.652, -0.496, -0.279, 0.210, 0.226, 0.220, 0.189, 0.198, 0.192, 0.193, 0.216, -0.630, -0.077, -0.494, 0.990, -0.643, -0.496, -0.268, 0.225, 0.219, 0.209, 0.185, 0.194, 0.203, 0.186, 0.196, -0.637, -0.072, -0.497, 0.987, -0.665, -0.499, -0.264, 0.234, 0.205, 0.209, 0.195, 0.208, 0.202, 0.203, 0.193, -0.610, 0.802, -0.511, -0.071, -0.632, -0.718, 0.197, 0.176, 0.202, 0.229, 0.223, 0.243, 0.240, 0.229],
  "e_lumo_ev": 0.659,
  "total_charge": 0,
  "total_energy_ha": -1456.4903,
  "max_force_ev_per_a": 2.29
}

=====

[3]
{
  "formula": "C16H32O3PSc",
  "method": "ωB97M-V/def2-TZVPD",
  "symbols": ["C", "H", "H", "H", "C", "H", "H", "C", "H", "H", "H", "C", "C", "C", "C", "C", "C", "C", "C", "C", "C", "Sc", "H", "H", "H", "H", "H", "H", "H", "H", "H", "H", "H", "H", "H", "H", "H", "C", "O", "P", "O", "C", "O", "C", "H", "H", "H", "H", "H", "H", "H", "H", "H"],
  "coordinates": [[1.677, 2.259, -0.992], [2.598, 2.833, -0.824], [1.878, 1.650, -1.879], [1.543, 1.613, -0.066], [0.530, 3.232, -1.237], [-0.351, 2.696, -1.622], [0.217, 3.680, -0.284], [0.877, 4.361, -2.218], [0.011, 5.014, -2.378], [1.695, 4.978, -1.830], [1.180, 3.964, -3.193], [-0.829, -2.060, -0.397], [-1.461, -1.164, -1.314], [-0.478, -0.746, -2.267], [0.777, -1.341, -1.899], [0.560, -2.134, -0.728], [1.572, -2.939, 0.010], [2.073, -1.195, -2.616], [-0.723, 0.097, -3.471], [-2.905, -0.800, -1.280], [-1.502, -2.821, 0.689], [0.158, 0.131, -0.132], [2.912, -1.455, -1.960], [2.124, -1.852, -3.495], [2.234, -0.167, -2.967], [2.589, -2.675, -0.292], [1.492, -2.779, 1.095], [1.434, -4.017, -0.171], [-2.401, -2.308, 1.048], [-1.808, -3.822, 0.341], [-0.841, -2.964, 1.553], [-3.108, 0.103, -1.864], [-3.538, -1.611, -1.673], [-3.234, -0.611, -0.248], [0.088, 0.822, -3.632], [-0.798, -0.514, -4.383], [-1.659, 0.660, -3.373], [2.179, -1.046, 3.448], [1.183, 0.013, 3.367], [-0.148, -0.297, 2.454], [-1.412, 0.001, 3.451], [-2.079, -1.019, 4.232], [-0.330, 1.280, 1.436], [-1.010, 2.456, 1.884], [2.810, -1.060, 2.545], [1.707, -2.037, 3.545], [2.790, -0.842, 4.335], [-3.036, -1.271, 3.751], [-1.478, -1.939, 4.321], [-2.263, -0.600, 5.229], [-1.241, 2.362, 2.948], [-0.337, 3.300, 1.713], [-1.921, 2.579, 1.289]],
  "nbo_charge": [-0.602, 0.284, 0.237, 0.092, -0.404, 0.193, 0.212, -0.605, 0.244, 0.231, 0.221, -0.130, -0.088, -0.165, -0.134, -0.155, -0.641, -0.641, -0.642, -0.659, -0.643, 1.795, 0.232, 0.269, 0.224, 0.239, 0.212, 0.271, 0.228, 0.271, 0.215, 0.238, 0.267, 0.224, 0.225, 0.271, 0.235, -0.266, -0.781, 1.690, -0.795, -0.255, -0.909, -0.251, 0.193, 0.195, 0.251, 0.214, 0.193, 0.239, 0.234, 0.216, 0.211],
  "e_lumo_ev": -7.568,
  "total_charge": 2,
  "total_energy_ha": -1956.1381,
  "max_force_ev_per_a": 3.49
}

=====

[4]
{
  "formula": "C16H33BN2O10S",
  "method": "ωB97M-V/def2-TZVPD",
  "symbols": ["C", "B", "O", "C", "O", "S", "O", "O", "O", "C", "C", "C", "O", "C", "C", "C", "C", "O", "C", "O", "H", "H", "H", "H", "H", "H", "H", "H", "H", "H", "H", "H", "H", "H", "H", "H", "H", "H", "H", "C", "O", "N", "C", "C", "H", "H", "H", "H", "H", "H", "H", "C", "O", "N", "C", "C", "H", "H", "H", "H", "H", "H", "H"],
  "coordinates": [[1.704, -4.417, 1.297], [0.346, -4.235, 0.466], [-0.650, -5.150, 0.635], [0.284, -2.990, -0.553], [1.151, -3.458, -1.617], [0.397, -3.683, -3.034], [0.882, -2.801, -4.018], [0.570, -5.044, -3.359], [-1.055, -3.268, -2.531], [-1.033, -2.608, -1.230], [-1.081, -1.077, -1.667], [0.300, -0.405, -1.825], [0.631, 0.199, -0.574], [-2.363, -2.794, -0.474], [-3.088, -4.154, -0.724], [-4.566, -3.998, -1.217], [-5.549, -4.398, -0.095], [-5.925, -3.264, 0.724], [-7.223, -2.906, 0.535], [-8.113, -3.451, 1.040], [2.419, -4.871, 0.591], [2.073, -3.462, 1.681], [1.558, -5.161, 2.092], [-0.323, -5.871, 1.190], [0.708, -2.168, 0.038], [-1.542, -1.073, -2.659], [-1.637, -0.469, -0.947], [1.083, -1.044, -2.243], [0.163, 0.419, -2.549], [1.588, 0.268, -0.449], [-3.065, -2.014, -0.788], [-2.212, -2.622, 0.600], [-2.523, -4.843, -1.356], [-3.152, -4.645, 0.254], [-4.698, -4.747, -2.008], [-4.801, -2.984, -1.552], [-6.459, -4.769, -0.594], [-5.183, -5.213, 0.536], [-7.448, -2.063, -0.148], [2.353, 2.594, -1.419], [3.183, 1.814, -1.862], [2.468, 3.933, -1.424], [1.437, 4.802, -0.876], [3.661, 4.531, -1.996], [1.415, 2.244, -0.964], [1.068, 5.462, -1.664], [1.861, 5.401, -0.071], [0.608, 4.214, -0.485], [3.751, 4.236, -3.043], [4.541, 4.173, -1.460], [3.605, 5.615, -1.926], [3.028, 6.474, 2.223], [1.966, 6.608, 1.638], [3.159, 6.066, 3.498], [4.455, 5.928, 4.134], [1.961, 5.753, 4.259], [3.994, 6.686, 1.734], [4.596, 4.893, 4.454], [4.505, 6.584, 5.005], [5.251, 6.196, 3.442], [1.411, 4.954, 3.761], [1.321, 6.635, 4.309], [2.229, 5.439, 5.265]],
  "nbo_charge": [-1.002, 0.991, -0.863, -0.276, -0.702, 2.567, -0.910, -0.904, -0.709, 0.274, -0.439, -0.088, -0.756, -0.414, -0.410, -0.427, -0.063, -0.567, 0.662, -0.519, 0.259, 0.239, 0.216, 0.497, 0.240, 0.231, 0.223, 0.203, 0.173, 0.488, 0.213, 0.228, 0.229, 0.210, 0.217, 0.211, 0.179, 0.194, 0.107, 0.508, -0.655, -0.422, -0.415, -0.418, 0.126, 0.190, 0.235, 0.209, 0.214, 0.209, 0.205, 0.531, -0.638, -0.423, -0.399, -0.418, 0.109, 0.198, 0.198, 0.213, 0.216, 0.217, 0.205],
  "e_lumo_ev": 0.301,
  "total_charge": 0,
  "total_energy_ha": -1914.3901,
  "max_force_ev_per_a": 3.39
}